--- one ---
{"formula": "C2H4IN", "method": "ωB97M-V with the def2-TZVPD basis set", "orbital_gap_ev": [8.1, 7.9], "homo_ev": [-7.9, -7.9], "elements": ["I", "N", "C", "C", "H", "H", "H", "H"], "xyz": [[-1.120, 1.659, 0.894], [1.079, 0.792, -0.873], [-1.221, -0.377, 0.917], [0.839, -0.411, -0.965], [1.445, -1.400, -1.237], [1.898, 1.373, -0.960], [-2.183, -0.871, 0.528], [-0.737, -0.765, 1.696]]}

--- two ---
{"formula": "C2H4IN", "method": "ωB97M-V with the def2-TZVPD basis set", "orbital_gap_ev": 8.6, "homo_ev": -8.0, "elements": ["I", "N", "C", "C", "H", "H", "H", "H"], "xyz": [[-3.883, -0.012, -0.004], [0.313, 0.941, 0.097], [-0.200, 1.988, -0.239], [0.876, -0.150, -0.015], [1.883, -0.186, -0.203], [-2.718, 0.973, 0.439], [-0.328, 2.941, 0.211], [0.599, -1.090, 0.268]]}

Which one sits at the bottom of the stability order? one does.

--- one ---
{"formula": "C4H12N2O2", "method": "ωB97M-V with the def2-TZVPD basis set", "orbital_gap_ev": 10.2, "homo_ev": -9.4, "smiles": "CN(C)CO.NC=O", "elements": ["O", "O", "N", "N", "C", "C", "C", "C", "H", "H", "H", "H", "H", "H", "H", "H", "H", "H", "H", "H"], "xyz": [[1.314, 2.143, -3.442], [-0.515, 1.337, 0.979], [-0.611, -0.914, 0.585], [1.054, 2.394, -1.203], [0.452, -1.265, -0.345], [-0.196, 0.092, 1.551], [-1.207, -2.094, 1.185], [0.704, 1.946, -2.419], [0.885, 0.101, 1.756], [-0.496, -2.664, 1.799], [0.865, -0.355, -0.775], [-0.200, 1.308, -2.382], [-1.566, -2.747, 0.391], [1.264, -1.820, 0.145], [0.041, -1.880, -1.144], [-0.764, -0.045, 2.483], [-2.049, -1.797, 1.806], [-1.376, 1.120, 0.524], [1.859, 2.996, -1.130], [0.542, 2.141, -0.365]]}

--- two ---
{"formula": "C4H12N2O2", "method": "ωB97M-V with the def2-TZVPD basis set", "orbital_gap_ev": 10.0, "homo_ev": -9.3, "smiles": "NCCCNC=O.O", "elements": ["O", "O", "N", "N", "C", "C", "C", "C", "H", "H", "H", "H", "H", "H", "H", "H", "H", "H", "H", "H"], "xyz": [[0.829, 3.398, 2.254], [-0.702, 2.616, -1.910], [-0.853, 0.570, -1.048], [1.403, -0.986, 1.438], [-1.228, -0.860, -0.997], [-0.951, 1.486, -2.112], [0.019, -1.620, -0.730], [0.392, -1.827, 0.760], [-0.531, -1.633, 1.376], [-1.135, 1.032, -3.084], [-1.958, -1.007, -0.273], [-0.613, 0.998, -0.215], [0.687, -2.968, 0.805], [0.563, 3.621, 3.184], [0.872, -0.961, -1.168], [-1.671, -1.159, -1.947], [1.056, -0.210, 1.830], [1.575, 2.753, 2.443], [0.189, -2.528, -1.370], [2.058, -0.714, 0.764]]}

--- three ---
{"formula": "C4H12N2O2", "method": "ωB97M-V with the def2-TZVPD basis set", "orbital_gap_ev": 9.9, "homo_ev": -9.2, "smiles": "CCNCC(N)=O.O", "elements": ["O", "O", "N", "N", "C", "C", "C", "C", "H", "H", "H", "H", "H", "H", "H", "H", "H", "H", "H", "H"], "xyz": [[-1.423, -2.543, -0.842], [0.793, 0.246, 2.896], [-0.208, 0.005, -0.488], [-0.555, -1.434, 2.201], [0.344, 0.882, -1.518], [0.784, -0.267, 0.552], [0.530, 2.336, -1.019], [0.295, -0.395, 1.997], [-1.049, -1.951, 1.491], [-0.076, 3.147, -1.411], [0.284, 2.417, 0.056], [1.292, 0.479, -1.879], [-0.956, -1.389, 3.130], [1.668, 0.368, 0.640], [-0.296, 0.904, -2.397], [-0.997, -1.839, -1.372], [-2.181, -2.830, -1.359], [1.200, -1.259, 0.327], [1.564, 2.679, -0.941], [-1.014, 0.444, -0.064]]}

--- four ---
{"formula": "C4H12N2O2", "method": "ωB97M-V with the def2-TZVPD basis set", "orbital_gap_ev": 9.9, "homo_ev": -9.4, "smiles": "CN(C=O)CCN.O", "elements": ["O", "O", "N", "N", "C", "C", "C", "C", "H", "H", "H", "H", "H", "H", "H", "H", "H", "H", "H", "H"], "xyz": [[-0.091, -0.240, 3.361], [1.836, 2.243, 0.625], [0.420, 1.035, -0.640], [-0.715, -1.600, 0.458], [0.718, 1.776, 0.473], [-1.115, -1.018, -0.884], [1.551, 0.446, -1.382], [-0.924, 0.465, -0.823], [-2.139, -1.286, -1.121], [-1.229, 0.896, -1.775], [1.870, 1.118, -2.177], [1.249, -0.509, -1.783], [-1.549, 0.817, 0.009], [-0.413, -2.549, 0.267], [-1.598, -1.747, 0.937], [0.713, 0.124, 3.017], [2.335, 0.282, -0.636], [-0.484, -1.497, -1.650], [-0.155, 2.148, 1.044], [-0.281, -0.904, 2.681]]}

Which one sits at the bottom of the stability order? two does.

--- one ---
{"formula": "C4H12N2O2", "method": "ωB97M-V with the def2-TZVPD basis set", "orbital_gap_ev": 9.1, "homo_ev": -8.5, "smiles": "C[C@@H](C=O)NCN.O", "elements": ["O", "O", "N", "N", "C", "C", "C", "C", "H", "H", "H", "H", "H", "H", "H", "H", "H", "H", "H", "H"], "xyz": [[2.145, -1.562, -2.635], [0.522, 2.214, 0.049], [-1.601, 1.040, -1.702], [-0.738, -0.409, 0.258], [-0.368, 0.385, 1.426], [0.630, 1.519, 1.013], [0.437, -0.561, 2.334], [-1.746, -0.052, -0.680], [0.881, -0.088, 3.208], [-2.610, 0.389, -0.115], [0.130, -0.707, -0.177], [-2.224, -0.913, -1.147], [-0.959, 0.673, -2.413], [1.446, 1.754, 1.751], [-1.257, 0.742, 1.955], [2.368, -1.211, -3.496], [0.040, -1.554, 2.524], [-0.936, 1.720, -1.334], [1.325, -0.937, 1.769], [2.516, -2.443, -2.586]]}

--- two ---
{"formula": "C4H12N2O2", "method": "ωB97M-V with the def2-TZVPD basis set", "orbital_gap_ev": 8.7, "homo_ev": -8.5, "elements": ["O", "O", "N", "N", "C", "C", "C", "C", "H", "H", "H", "H", "H", "H", "H", "H", "H", "H", "H", "H"], "xyz": [[-1.467, -1.387, 2.339], [1.298, 0.454, 0.894], [1.916, 0.342, -1.561], [-0.596, 1.434, -0.875], [0.254, -0.364, 0.900], [-0.986, 0.138, -0.377], [1.325, -0.691, -2.039], [-0.512, -0.350, 2.225], [-1.260, -0.525, -1.200], [1.763, 1.210, -2.067], [-0.132, 1.975, -0.152], [1.799, 0.496, -0.262], [-1.377, 1.962, -1.246], [1.410, -1.621, -1.496], [0.484, -1.402, 0.608], [0.214, -0.527, 3.023], [0.831, -0.694, -3.005], [-0.959, 0.642, 2.377], [-2.124, -1.282, 1.648], [-1.881, 0.190, 0.267]]}

--- three ---
{"formula": "C4H12N2O2", "method": "ωB97M-V with the def2-TZVPD basis set", "orbital_gap_ev": 10.0, "homo_ev": -9.2, "smiles": "C[C@H](N)CC(N)=O.O", "elements": ["O", "O", "N", "N", "C", "C", "C", "C", "H", "H", "H", "H", "H", "H", "H", "H", "H", "H", "H", "H"], "xyz": [[2.759, 0.825, 1.389], [0.870, -1.012, 1.505], [1.175, -1.625, -0.715], [-2.426, 0.352, -1.570], [-0.872, -0.586, 0.018], [-1.099, 1.927, -0.116], [-1.126, 0.648, -0.945], [0.539, -0.989, 0.340], [2.727, -0.046, 1.805], [-1.363, -0.546, 0.982], [-1.362, -1.460, -0.476], [-2.026, 2.437, 0.149], [-0.620, 2.782, -0.582], [-2.971, -0.436, -1.228], [-0.401, 0.642, -1.800], [1.902, 1.145, 1.691], [-2.938, 1.153, -1.892], [2.128, -1.944, -0.568], [-0.466, 1.718, 0.782], [0.842, -1.536, -1.660]]}

Which one sits at the bottom of the stability order? two does.

--- one ---
{"formula": "C4H12N2O2", "method": "ωB97M-V with the def2-TZVPD basis set", "orbital_gap_ev": 9.4, "homo_ev": -9.2, "smiles": "C[C@](N)(O)CO.C=N", "elements": ["O", "O", "N", "N", "C", "C", "C", "C", "H", "H", "H", "H", "H", "H", "H", "H", "H", "H", "H", "H"], "xyz": [[0.394, 1.104, -1.126], [-1.182, 0.610, 1.006], [2.309, 0.054, 0.723], [-0.831, -1.707, 0.763], [2.343, 1.378, 0.562], [-1.027, -0.466, 0.065], [0.224, -0.177, -0.791], [-2.262, -0.563, -0.833], [0.391, -0.891, -1.602], [3.007, -0.413, 0.142], [-1.256, 1.433, 0.502], [1.115, 1.545, -0.378], [1.182, -0.387, 0.055], [-0.094, -1.607, 1.453], [-1.676, -1.976, 1.254], [-2.167, -1.400, -1.525], [-2.379, 0.356, -1.406], [3.136, 1.847, -0.020], [1.927, 1.965, 1.375], [-3.153, -0.707, -0.218]]}

--- two ---
{"formula": "C4H12N2O2", "method": "ωB97M-V with the def2-TZVPD basis set", "orbital_gap_ev": 9.8, "homo_ev": -9.1, "smiles": "NC[C@H](CO)NCO", "elements": ["O", "O", "N", "N", "C", "C", "C", "C", "H", "H", "H", "H", "H", "H", "H", "H", "H", "H", "H", "H"], "xyz": [[-1.832, -1.637, -1.410], [-1.433, 1.737, 0.024], [2.175, 1.168, 1.706], [0.451, -1.096, -0.517], [-0.502, -1.076, -1.738], [-0.885, 0.706, 0.700], [1.629, -0.042, 1.136], [0.422, 0.259, 0.121], [0.690, 1.069, -0.584], [3.174, 1.044, 2.009], [-0.671, 0.936, 1.825], [-1.844, -1.880, -0.433], [-0.597, -0.313, -2.410], [-0.223, -1.891, -2.529], [2.430, -0.638, 0.478], [1.304, -0.658, 1.969], [0.043, -1.773, 0.088], [-1.568, -0.260, 0.856], [-1.124, 2.026, -0.886], [2.143, 1.943, 1.062]]}

Which one sits at the bottom of the stability order? two does.

--- one ---
{"formula": "C4H12N2O2", "method": "ωB97M-V with the def2-TZVPD basis set", "orbital_gap_ev": 9.4, "homo_ev": -8.8, "smiles": "NCNCCC=O.O", "elements": ["O", "O", "N", "N", "C", "C", "C", "C", "H", "H", "H", "H", "H", "H", "H", "H", "H", "H", "H", "H"], "xyz": [[-0.498, -0.305, -3.176], [2.011, -0.874, -1.051], [-0.111, -0.117, 1.445], [-2.255, -0.970, 0.522], [0.072, 0.760, 0.282], [2.408, -0.037, -0.287], [-1.478, -0.557, 1.698], [1.550, 1.146, 0.136], [3.455, -0.029, 0.062], [-2.003, 0.268, 2.187], [-0.459, 1.675, 0.555], [-0.565, 0.643, -3.393], [-2.610, -1.921, 0.562], [-1.926, -0.728, -0.393], [0.297, -0.420, -2.635], [1.559, 1.937, -0.607], [0.451, -0.961, 1.307], [-0.308, 0.362, -0.656], [1.923, 1.544, 1.079], [-1.514, -1.414, 2.364]]}

--- two ---
{"formula": "C4H12N2O2", "method": "ωB97M-V with the def2-TZVPD basis set", "orbital_gap_ev": 9.9, "homo_ev": -9.1, "smiles": "CC(=O)NCCN.O", "elements": ["O", "O", "N", "N", "C", "C", "C", "C", "H", "H", "H", "H", "H", "H", "H", "H", "H", "H", "H", "H"], "xyz": [[-1.096, -1.359, -1.425], [-0.573, -3.618, 0.212], [-0.370, 0.189, -0.015], [0.927, 2.081, 2.686], [-0.408, -0.362, -1.280], [0.422, 0.272, -2.403], [0.217, 2.086, 1.474], [0.735, 1.015, 0.425], [-1.088, -2.804, 0.206], [1.499, 0.143, -2.368], [-0.311, -3.714, -0.710], [-0.839, 1.866, 1.641], [1.201, 1.428, -0.534], [1.628, 0.547, 0.902], [-0.958, -0.052, 0.757], [0.078, -0.151, -3.335], [1.365, 2.929, 3.017], [0.150, 1.339, -2.387], [1.109, 1.370, 3.370], [0.234, 3.029, 0.986]]}

Which one sits at the bottom of the stability order? one does.

--- one ---
{"formula": "C4H11INO", "method": "ωB97M-V with the def2-TZVPD basis set", "orbital_gap_ev": 9.6, "homo_ev": -13.3, "total_charge": 1, "smiles": "C[NH2+][C@@H](O)[C@H](C)I", "elements": ["I", "O", "N", "C", "C", "C", "C", "H", "H", "H", "H", "H", "H", "H", "H", "H", "H", "H"], "xyz": [[-3.305, 0.185, 0.429], [-0.301, 0.904, -1.464], [1.204, 0.174, 0.228], [-1.214, -1.718, -0.816], [-0.294, 0.557, -0.150], [1.956, 1.270, 1.036], [-1.302, -0.775, 0.258], [-1.577, -2.638, -0.376], [1.621, 0.035, -0.712], [-1.742, -1.320, -1.699], [3.002, 1.150, 0.866], [-0.916, -0.935, 1.255], [-1.254, 1.076, -1.762], [1.651, 1.149, 2.122], [-0.198, -1.843, -1.267], [-0.518, 1.254, 0.612], [1.815, 2.360, 0.825], [1.373, -0.885, 0.614]]}

--- two ---
{"formula": "C4H11INO", "method": "ωB97M-V with the def2-TZVPD basis set", "orbital_gap_ev": 10.3, "homo_ev": -13.6, "total_charge": 1, "elements": ["I", "O", "N", "C", "C", "C", "C", "H", "H", "H", "H", "H", "H", "H", "H", "H", "H", "H"], "xyz": [[3.670, 0.029, 0.542], [0.315, 1.884, 0.597], [-1.529, 0.414, 0.681], [-0.349, -0.388, 0.790], [-0.406, -1.724, 0.203], [-0.326, 0.816, -1.617], [-0.255, 0.805, -0.056], [-1.234, 1.123, -2.099], [0.601, -2.020, 0.192], [4.456, 0.145, -0.752], [0.496, 1.537, -1.798], [-1.709, 0.980, 1.564], [-0.680, -1.760, -0.800], [-1.103, -2.352, 0.818], [0.188, -0.354, 1.758], [1.241, 1.688, 0.454], [0.168, -0.127, -2.007], [-2.484, 0.154, 0.114]]}

Which one sits at the bottom of the stability order? one does.

--- one ---
{"formula": "CHCl3S", "method": "ωB97M-V with the def2-TZVPD basis set", "orbital_gap_ev": 8.3, "homo_ev": -9.4, "smiles": "S=CCl.ClCl", "elements": ["Cl", "Cl", "Cl", "S", "C", "H"], "xyz": [[1.733, 0.968, 0.384], [-1.496, 1.592, -0.897], [-2.723, 0.098, -0.385], [0.607, -1.319, -0.968], [0.990, -0.549, 0.439], [0.889, -0.790, 1.426]]}

--- two ---
{"formula": "CHCl3S", "method": "ωB97M-V with the def2-TZVPD basis set", "orbital_gap_ev": 9.4, "homo_ev": -9.6, "elements": ["Cl", "Cl", "Cl", "S", "C", "H"], "xyz": [[-0.008, 0.772, 1.449], [1.473, -1.487, 0.403], [-1.173, 1.836, -1.062], [0.348, 0.526, -1.302], [0.165, -0.378, 0.225], [-0.805, -1.269, 0.287]]}

Which one sits at the bottom of the stability order? one does.

--- one ---
{"formula": "C3H7NS", "method": "ωB97M-V with the def2-TZVPD basis set", "orbital_gap_ev": [8.3, 8.2], "homo_ev": [-7.9, -7.8], "elements": ["S", "N", "C", "C", "C", "H", "H", "H", "H", "H", "H", "H"], "xyz": [[-2.602, 0.124, 0.050], [-0.902, -0.080, -0.211], [-0.339, -1.325, 0.131], [1.347, 0.200, -0.086], [0.060, 0.931, 0.225], [-2.878, 0.527, -1.199], [-0.015, 1.160, 1.295], [-0.608, -2.157, -0.500], [2.063, 0.016, 0.691], [1.675, 0.164, -1.105], [-0.083, -1.544, 1.158], [-0.097, 1.851, -0.349]]}

--- two ---
{"formula": "C3H7NS", "method": "ωB97M-V with the def2-TZVPD basis set", "orbital_gap_ev": [8.3, 8.3], "homo_ev": [-8.0, -8.2], "elements": ["S", "N", "C", "C", "C", "H", "H", "H", "H", "H", "H", "H"], "xyz": [[1.084, 0.196, -1.929], [1.693, 0.078, -0.310], [-0.203, -1.540, -0.160], [-1.031, 1.410, 0.779], [0.317, -0.182, -0.502], [0.304, -1.911, 0.833], [0.276, -2.136, -0.878], [-0.436, 2.368, 0.499], [-0.561, 1.041, 1.715], [-1.338, -1.639, -0.234], [-2.020, 1.212, 0.309], [1.916, 1.104, -0.121]]}

Which one sits at the bottom of the stability order? two does.